# C7H8O

C7H8O in the gas phase (ωB97M-V/def2-TZVPD, the OMol25 dataset).

* SMILES: COc1ccccc1
* net charge: 0
* frontier orbital gap: 9.9 eV
* lowest unoccupied orbital energy: 0.033 Ha
* energy above the lowest of the compared OMol25 structures with the same formula, charge and spin: 356.2 kJ/mol

XYZ file:
```
16
C7H8O (ωB97M-V/def2-TZVPD)
O 0.01180 1.46567 -1.24917
C -0.83760 -1.70809 0.41861
C -0.54456 2.47635 -0.41992
C -1.05979 -0.51522 -0.30315
C 0.35804 -2.07738 0.79912
C 1.49040 -1.33557 0.54060
C 1.36717 -0.15474 -0.09017
C 0.08885 0.30916 -0.56805
H 0.63399 -3.10738 1.46831
H -1.63210 2.21948 -0.06216
H 0.15966 2.79840 0.30754
H 2.44038 -1.79808 0.83314
H 1.95100 0.52639 -0.34083
H -1.97357 -0.31102 -0.58150
H -0.62977 3.63476 -1.07024
H -1.82391 -2.42272 0.31787
```